This record from the Open Molecules 2025 dataset describes 2 unconnected molecules or ions with the total composition C4H8NO2. The level of theory is the ωB97M-V functional and the def2-TZVPD basis.

Structure (XYZ):
```
15
Properties=species:S:1:pos:R:3:mulliken_charge:R:1
C 1.670 1.893 -0.005 -0.70
C 1.595 0.534 -0.308 -0.29
C -1.580 -0.187 0.177 0.18
C 0.789 -0.459 -0.008 0.46
N 0.847 -1.749 0.240 -0.29
O -1.859 -1.332 -0.412 -0.43
O -2.369 0.835 -0.229 -0.45
H 2.289 2.453 -0.658 0.26
H 1.302 2.367 0.891 0.28
H 2.103 0.111 -1.176 0.25
H -1.268 -0.413 1.295 0.39
H -0.128 -2.115 0.195 0.31
H -2.321 -1.037 -1.233 0.33
H 1.707 -2.230 0.701 0.29
H -2.777 1.328 0.529 0.40
```

## Properties
LUMO energy (spin up / spin down)   -4.9 / -4.9 eV
Net charge   +1
Gap between HOMO and LUMO (spin up / spin down)   7.45 / 7.46 eV
E_HOMO (spin up / spin down)   -0.4533 / -0.4534 hartree
Relative energy (zero: lowest compared OMol25 entry of this formula, charge and spin)   486.6 kJ/mol
Multiplicity   1


This record from the Open Molecules 2025 dataset describes a molecular structure, C8H21AuO10P2. The level of theory is the ωB97M-V functional and the def2-TZVPD basis.

Structure (XYZ):
```
42
Properties=species:S:1:pos:R:3:mulliken_spin:R:1
Au -0.281 0.007 0.220 0.65
C -0.288 -3.620 -0.627 0.00
O -1.192 -2.776 0.117 0.00
C 0.975 -2.887 -1.052 0.00
C 1.903 -2.473 0.069 0.00
O 1.348 -1.374 0.842 0.06
C 2.245 -0.858 1.834 0.00
C 1.714 0.470 2.341 0.00
O 0.277 0.426 2.336 0.12
C -0.310 1.596 2.950 0.00
H -0.038 -4.496 -0.026 0.00
H -0.820 -3.966 -1.513 0.00
H -1.358 -3.180 0.975 0.00
H 0.724 -2.012 -1.658 0.00
H 1.536 -3.565 -1.698 0.00
H 2.863 -2.143 -0.331 0.00
H 2.080 -3.304 0.758 0.00
H 3.237 -0.707 1.405 0.00
H 2.316 -1.593 2.638 0.00
H 2.051 1.308 1.725 0.00
H 2.058 0.631 3.364 0.00
H -0.029 1.605 4.002 0.00
H -1.386 1.507 2.854 0.00
H 0.043 2.504 2.460 0.00
C -4.681 0.859 -2.380 0.03
C -3.432 0.459 -1.648 0.25
O -3.559 -0.416 -0.640 0.26
P -1.973 -0.014 -2.713 0.04
O -1.959 0.944 -3.934 0.02
O -2.448 -1.388 -3.288 0.02
O -0.710 -0.061 -1.927 0.05
P -2.596 2.192 -0.771 0.04
O -3.875 2.739 -0.049 0.05
O -2.164 2.882 -1.992 0.18
O -1.677 1.628 0.270 0.19
H -5.066 -0.016 -2.913 0.02
H -4.483 1.645 -3.105 -0.01
H -5.449 1.202 -1.684 0.01
H -4.483 -0.507 -0.347 -0.01
H -1.735 1.873 -3.734 0.00
H -2.362 -1.518 -4.244 0.00
H -4.261 3.537 -0.442 0.00
```

## Properties
LUMO energy (spin up / spin down)   -5.9 / -10.0 eV
Net charge   +2
<S²>   2.0075
Gap between HOMO and LUMO (spin up / spin down)   10.37 / 6.30 eV
E_HOMO (spin up / spin down)   -0.5989 / -0.5985 hartree
Multiplicity   3


This record from the Open Molecules 2025 dataset describes a molecular structure, C20H54N3O9Zn. The level of theory is the ωB97M-V functional and the def2-TZVPD basis.

Structure (XYZ):
```
87
Properties=species:S:1:pos:R:3:mulliken_charge:R:1
Zn -10.132 13.342 -2.200 0.80
O -8.079 16.157 -3.078 1.87
C -8.795 15.156 -2.704 1.48
O -8.292 13.978 -2.593 -1.16
O -10.018 15.309 -2.390 -1.06
H -7.163 15.805 -3.268 -0.34
C -5.498 17.141 -0.425 -0.80
C -5.420 18.646 -0.573 0.47
C -4.763 19.094 -1.859 -1.09
O -6.731 19.237 -0.562 -0.49
H -4.496 16.768 -0.186 0.45
H -5.829 16.640 -1.335 -0.19
H -6.127 16.855 0.421 0.45
H -4.849 19.074 0.260 0.27
H -3.785 18.622 -1.959 0.38
H -4.658 20.176 -1.874 0.46
H -5.392 18.804 -2.706 -0.10
H -7.219 18.907 0.200 0.16
C -7.760 14.368 -7.488 -1.67
C -8.462 14.391 -6.148 1.80
C -9.653 15.314 -6.116 -1.05
O -8.875 13.046 -5.774 -0.62
H -8.473 14.110 -8.274 0.38
H -6.927 13.666 -7.523 0.39
H -7.358 15.350 -7.753 0.36
H -7.766 14.730 -5.366 -0.69
H -10.245 15.144 -5.213 -0.25
H -10.298 15.254 -6.991 0.45
H -9.294 16.347 -6.054 0.39
H -8.077 12.654 -5.406 0.43
C -13.496 15.867 -2.549 -1.36
C -13.800 15.724 -4.018 0.63
C -13.089 16.717 -4.886 -0.22
O -13.669 16.669 -6.169 -0.40
C -13.027 17.534 -7.083 -0.65
N -13.438 14.333 -4.453 -0.60
H -13.461 16.909 -2.220 0.36
H -12.478 15.556 -2.286 0.02
H -14.215 15.319 -1.942 0.47
H -14.881 15.842 -4.154 0.25
H -12.011 16.510 -4.942 -0.21
H -13.181 17.728 -4.463 0.48
H -12.076 17.124 -7.442 0.16
H -12.863 18.526 -6.649 0.32
H -13.690 17.648 -7.939 0.29
H -13.885 14.234 -5.361 0.27
H -13.891 13.684 -3.819 0.24
C -2.880 13.733 -2.481 -1.60
C -4.283 14.283 -2.655 1.36
C -4.471 15.041 -3.932 -1.11
O -5.668 15.791 -3.871 -0.18
C -5.770 16.726 -4.942 -0.88
N -5.252 13.169 -2.587 -0.71
H -2.614 13.118 -3.341 0.34
H -2.791 13.182 -1.549 0.41
H -2.159 14.554 -2.449 0.38
H -4.466 14.998 -1.839 -0.39
H -4.502 14.351 -4.786 0.43
H -3.620 15.709 -4.109 0.33
H -6.785 17.118 -4.982 0.18
H -5.568 16.226 -5.895 0.30
H -5.065 17.549 -4.807 0.35
H -5.207 12.770 -1.653 0.34
H -6.197 13.543 -2.649 0.15
C -9.996 19.586 0.652 -1.73
C -10.025 18.127 0.262 1.84
C -10.566 17.249 1.369 -0.79
O -9.920 17.542 2.582 -0.31
C -10.308 16.683 3.615 -0.77
N -10.860 17.946 -0.927 -0.43
H -9.478 19.812 1.581 0.39
H -11.019 19.950 0.797 0.40
H -9.551 20.178 -0.151 0.45
H -8.996 17.770 0.084 -0.65
H -10.423 16.182 1.102 0.23
H -11.659 17.349 1.458 0.43
H -9.994 15.643 3.464 0.29
H -11.381 16.751 3.831 0.31
H -9.815 17.007 4.535 0.27
H -10.622 17.066 -1.365 -0.13
H -10.667 18.677 -1.602 0.23
C -8.508 19.582 -3.503 -0.45
O -9.495 18.598 -3.817 -0.43
H -8.346 19.641 -2.425 0.08
H -7.570 19.416 -4.035 0.18
H -8.939 20.528 -3.828 0.32
H -9.197 17.747 -3.483 0.09
```

## Properties
LUMO energy   -7.5 eV
Net charge   +1
Gap between HOMO and LUMO   3.97 eV
E_HOMO   -0.4205 hartree
Relative energy (zero: lowest compared OMol25 entry of this formula, charge and spin)   486.3 kJ/mol
Multiplicity   1


This record from the Open Molecules 2025 dataset describes 2 unconnected molecules or ions with the total composition C3H7NOS. The level of theory is the ωB97M-V functional and the def2-TZVPD basis.

Structure (XYZ):
```
13
Properties=species:S:1:pos:R:3:mulliken_charge:R:1
C -0.638 0.625 0.316 0.07
C -1.896 1.408 0.041 -0.88
C 0.343 -1.515 0.005 -0.33
N -0.598 -0.556 -0.100 -0.44
O 4.186 -0.459 -1.062 -0.30
S 3.601 -0.175 0.273 0.28
H 0.127 1.162 0.839 0.35
H -2.811 0.755 0.197 0.26
H -2.040 1.534 -1.060 0.24
H -2.061 2.461 0.516 0.27
H -0.055 -2.215 0.575 0.34
H 0.531 -1.813 -0.997 0.28
H 1.312 -1.211 0.457 -0.14
```

## Properties
LUMO energy (spin up / spin down)   -1.6 / -1.6 eV
Net charge   0
Gap between HOMO and LUMO (spin up / spin down)   7.32 / 7.37 eV
E_HOMO (spin up / spin down)   -0.3286 / -0.3304 hartree
Relative energy (zero: lowest compared OMol25 entry of this formula, charge and spin)   408.2 kJ/mol
Multiplicity   1


This record from the Open Molecules 2025 dataset describes C5H12N2 in the gas phase. The level of theory is the ωB97M-V functional and the def2-TZVPD basis.

Structure (XYZ):
```
19
Properties=species:S:1:pos:R:3:mulliken_charge:R:1
C -0.965 0.242 0.444 0.81
C -1.907 0.566 -0.650 -0.99
C -1.154 0.199 1.945 -1.38
C 1.372 0.032 -2.293 -0.95
C 1.511 -0.291 0.632 -0.85
N 0.228 -0.173 -1.429 -0.78
N 0.200 -0.092 -0.070 0.52
H -2.886 0.669 -0.236 0.42
H -1.901 -0.324 -1.476 0.23
H -1.465 1.387 -1.235 0.25
H -0.678 -0.735 2.332 0.34
H -2.188 0.253 2.225 0.34
H -0.425 0.895 2.563 0.24
H 1.019 0.329 -3.317 0.28
H 1.897 0.892 -1.932 0.36
H 2.115 -0.787 -2.391 0.28
H 1.793 -1.324 0.818 0.27
H 1.631 0.396 1.570 0.27
H 2.297 0.032 -0.067 0.34
```

## Properties
LUMO energy   0.8 eV
Net charge   0
Gap between HOMO and LUMO   7.54 eV
E_HOMO   -0.2467 hartree
Relative energy (zero: lowest compared OMol25 entry of this formula, charge and spin)   416.8 kJ/mol
Multiplicity   1


This record from the Open Molecules 2025 dataset describes a molecular structure, C17H20BClN6Pt. The level of theory is the ωB97M-V functional and the def2-TZVPD basis.

Structure (XYZ):
```
46
Properties=species:S:1:pos:R:3:mulliken_spin:R:1
H -1.659 2.468 0.928 0.01
N -0.594 1.270 -0.468 0.18
B 0.900 0.411 -2.357 -0.09
N 0.392 1.529 -1.397 -0.01
C 0.657 2.852 -1.380 0.08
Pt -1.484 -0.534 -0.103 0.91
H 1.390 3.253 -2.064 0.02
C -0.144 3.452 -0.418 -0.03
H -0.165 4.491 -0.151 -0.01
C -0.916 2.436 0.144 0.06
H 1.506 0.899 -3.260 0.02
C -3.280 -1.408 -0.038 0.11
H -3.585 -1.610 0.995 0.02
H -3.294 -2.337 -0.619 0.03
H -3.981 -0.681 -0.469 0.01
N -0.414 -0.261 -2.845 0.05
N 1.722 -0.610 -1.567 0.17
N -1.470 -0.616 -2.005 -0.06
N 1.932 -0.456 -0.239 0.00
C -0.794 -0.461 -4.121 0.06
C 2.445 -1.674 -1.969 0.13
H -0.108 -0.225 -4.922 0.01
H 2.425 -1.990 -3.001 0.04
C -2.092 -0.952 -4.135 -0.04
C 3.112 -2.199 -0.868 -0.14
C -2.497 -1.031 -2.811 0.05
C 2.781 -1.391 0.215 0.17
H -2.678 -1.221 -4.994 0.00
H 3.765 -3.050 -0.853 -0.01
H -3.440 -1.340 -2.396 0.01
H 3.083 -1.423 1.251 0.07
H 1.425 0.268 0.262 0.06
Cl -1.521 2.272 3.581 0.00
C -0.217 1.153 3.481 0.02
C 0.971 1.458 4.144 -0.01
C 2.036 0.552 4.125 0.01
C 1.908 -0.651 3.426 0.00
C 0.729 -0.945 2.746 -0.01
C -0.346 -0.045 2.743 -0.06
C -1.576 -0.411 1.975 0.12
H 1.054 2.402 4.678 0.00
H 2.959 0.782 4.656 0.00
H 2.729 -1.371 3.414 0.00
H 0.610 -1.897 2.222 0.01
H -1.871 -1.431 2.266 0.03
H -2.405 0.273 2.198 0.01
```

## Properties
LUMO energy (spin up / spin down)   0.4 / -1.3 eV
Net charge   0
<S²>   2.0109
Gap between HOMO and LUMO (spin up / spin down)   3.65 / 6.86 eV
E_HOMO (spin up / spin down)   -0.1205 / -0.3010 hartree
Relative energy (zero: lowest compared OMol25 entry of this formula, charge and spin)   0.0 kJ/mol
Multiplicity   3


Record order is preserved below.
DFT total energy: -9851.28731; -51367.21803; -92922.73929; -17593.69907; -8355.81649; -43336.48671 eV
Record order is preserved below.
Max |F|: 6.35; 0.60; 1.26; 4.79; 3.25; 5.52 eV/A